DFT (wB97M-V/def2-TZVPD) results for the molecule C3H3ClFNO at a distorted geometry.

The lowest unoccupied orbital energy is 0.4786 eV. The relative energy (zero: lowest compared OMol25 entry of this formula, charge and spin) is 43.1 kcal per mole. The SMILES is NC(=O)/C=C(/F)Cl. The largest force on an atom is 0.11095 hartree/bohr. The highest occupied orbital energy is -0.37471 hartree.

Geometry as ORCA input:
```
! wB97M-V def2-TZVPD RIJCOSX def2/J DEFGRID3
* xyz 0 1
N 0.94864 1.30843 0.35949
C 1.05777 -0.05082 -0.02650
O 2.09011 -0.75952 0.06996
C -0.23261 -0.93155 -0.05638
C -1.46723 -0.55302 -0.04093
F -2.40534 -1.36412 0.26746
Cl -1.96986 1.03884 0.01160
H 0.03970 1.56683 -0.41020
H 1.80299 1.85263 0.01689
H 0.13585 -2.10771 -0.19139
*
```